The following is a DFT calculation (ωB97M-V with the def2-TZVPD basis set) of a molecular structure, C18H14Cl2N3O5PdS2 in a non-equilibrium geometry.

```
45
C18H14Cl2N3O5PdS2, DFT ωB97M-V with the def2-TZVPD basis set
Pd -1.266 0.832 1.412
Cl 4.406 5.453 2.064
C 3.342 4.100 1.813
C 3.878 2.823 1.871
C 3.005 1.751 1.709
Cl 3.664 0.152 1.815
C 1.634 1.881 1.431
O 0.902 0.831 1.292
C 1.123 3.240 1.329
C -0.212 3.528 1.027
O -1.196 2.743 0.715
C 2.010 4.322 1.570
H 4.927 2.663 2.049
H -0.476 4.595 1.025
H 1.617 5.327 1.546
C -3.887 2.248 1.678
C -3.140 0.983 2.052
O -3.641 0.111 2.716
H -4.961 2.071 1.734
H -3.605 2.585 0.683
H -3.606 3.024 2.392
N 2.605 -2.838 -4.720
C 1.518 -2.534 -3.918
C 1.200 -3.335 -2.820
C 0.054 -3.100 -2.086
C -0.781 -2.050 -2.422
C -0.469 -1.238 -3.495
C 0.667 -1.476 -4.242
S -2.284 -1.734 -1.494
O -2.877 -3.015 -1.178
O -3.076 -0.807 -2.255
N -1.804 -0.997 -0.122
C -1.492 -1.724 0.934
S -1.440 -3.466 1.030
C -0.879 -3.322 2.677
C -0.823 -2.026 3.047
N -1.161 -1.143 2.072
H 3.335 -3.374 -4.276
H 2.945 -2.082 -5.293
H 1.863 -4.144 -2.547
H -0.201 -3.743 -1.260
H -1.141 -0.432 -3.740
H 0.909 -0.839 -5.081
H -0.655 -4.195 3.255
H -0.528 -1.646 4.011
```

The calculation puts the strongest force on any atom at 3.56 eV Å⁻¹. Its energy above the lowest of the compared OMol25 structures with the same formula, charge and spin is 4.40 kcal per mole. As for the net charge: -1. The frontier orbital gap comes out at 6.3705 eV. The highest occupied orbital energy is -4.53 eV.

The following is a DFT calculation (ωB97M-V with the def2-TZVPD basis set) of 2 unconnected molecules or ions with the total composition C21H25NO4 in a non-equilibrium geometry.

```
51
C21H25NO4, DFT ωB97M-V with the def2-TZVPD basis set
C -1.680 4.080 -1.411
C -1.535 3.424 -0.051
O -1.586 2.020 -0.138
C -1.075 1.412 0.982
C -1.021 -0.052 1.029
C -1.441 -0.815 -0.153
O -1.516 -2.034 -0.132
O -1.703 -0.104 -1.295
C -1.998 -0.913 -2.407
C -2.128 -0.049 -3.649
C -0.459 -0.731 2.167
C -0.475 -2.136 2.280
C 0.214 -2.794 3.266
C 0.948 -2.080 4.193
C 0.926 -0.699 4.169
C 0.228 -0.041 3.188
O -0.668 2.078 1.923
H -1.700 5.169 -1.346
H -0.852 3.802 -2.064
H -2.596 3.754 -1.903
H -0.581 3.682 0.426
H -2.329 3.728 0.643
H -1.191 -1.652 -2.497
H -2.918 -1.467 -2.182
H -2.360 -0.626 -4.545
H -2.909 0.700 -3.511
H -1.201 0.497 -3.828
H -1.032 -2.708 1.562
H 0.198 -3.871 3.301
H 1.550 -2.600 4.919
H 1.482 -0.140 4.904
H 0.213 1.033 3.193
C -6.407 -1.844 0.102
N -5.797 -0.904 1.042
C -6.453 0.361 1.282
C -6.188 1.462 0.457
C -6.815 2.669 0.676
C -7.719 2.806 1.716
C -8.000 1.725 2.536
C -7.379 0.513 2.323
C -4.597 -1.239 1.565
H -7.334 -1.441 -0.294
H -5.732 -2.036 -0.728
H -6.624 -2.787 0.598
H -5.487 1.353 -0.352
H -6.610 3.512 0.035
H -8.201 3.754 1.892
H -8.710 1.837 3.339
H -7.605 -0.330 2.953
H -4.085 -0.578 2.229
H -4.131 -2.160 1.294
```

The calculation puts the strongest force on any atom at 3.76 eV Å⁻¹. Its energy above the lowest of the compared OMol25 structures with the same formula, charge and spin is 110.58 kcal per mole. As for the net charge: 0. The frontier orbital gap comes out at 3.7991 eV. The highest occupied orbital energy is -5.85 eV.

The following is a DFT calculation (ωB97M-V with the def2-TZVPD basis set) of 5 unconnected molecules or ions with the total composition C20H41INO13PSi in a non-equilibrium geometry.

```
78
C20H41INO13PSi, DFT ωB97M-V with the def2-TZVPD basis set
C 3.268 -3.641 -2.904
C 4.195 -2.480 -2.835
Si 3.735 -0.618 -2.998
C 5.094 0.199 -4.122
C 6.594 0.041 -3.412
O 7.341 -1.065 -3.589
I 7.253 1.777 -2.212
P 1.688 -0.214 -3.680
N 0.771 0.034 -2.331
H 2.982 -4.107 -3.961
H 2.883 -4.119 -1.907
H 5.347 -2.735 -2.658
H 3.856 -0.020 -1.645
H 4.809 1.326 -4.320
H 5.119 -0.436 -5.131
H 1.689 0.980 -4.534
H 1.061 -1.349 -4.367
H 1.385 -0.061 -1.490
C -1.649 1.919 -4.046
C -0.895 3.019 -4.776
O -1.778 4.081 -5.158
C -2.143 4.927 -4.165
O -1.785 4.865 -2.998
O -2.999 5.843 -4.681
C -3.540 6.737 -3.710
H -2.497 1.573 -4.645
H -0.990 1.072 -3.837
H -2.057 2.279 -3.097
H -0.468 2.613 -5.699
H -0.060 3.404 -4.178
H -2.747 7.224 -3.132
H -4.225 6.198 -3.049
H -4.104 7.511 -4.237
C -0.599 3.716 1.002
C 0.622 2.857 0.720
O 1.502 2.828 1.850
C 1.118 2.028 2.873
O 0.110 1.338 2.909
O 2.032 2.142 3.868
C 1.690 1.421 5.051
H -0.299 4.716 1.332
H -1.222 3.809 0.108
H -1.210 3.289 1.802
H 1.186 3.294 -0.111
H 0.342 1.840 0.420
H 1.481 0.370 4.830
H 0.830 1.893 5.537
H 2.541 1.466 5.734
C -1.431 0.524 10.014
C -0.246 -0.355 10.378
O -0.397 -1.672 9.835
C -0.140 -1.795 8.512
O 0.210 -0.897 7.759
O -0.362 -3.084 8.153
C -0.223 -3.325 6.754
H -2.370 0.047 10.312
H -1.355 1.499 10.504
H -1.488 0.688 8.934
H -0.198 -0.463 11.467
H 0.704 0.091 10.057
H 0.747 -2.978 6.385
H -1.040 -2.840 6.210
H -0.288 -4.403 6.587
C -3.653 -6.392 -2.940
C -3.091 -5.870 -4.251
O -3.191 -4.443 -4.321
C -2.273 -3.754 -3.602
O -1.383 -4.238 -2.919
O -2.526 -2.429 -3.746
C -1.687 -1.592 -2.953
H -4.674 -6.029 -2.787
H -3.658 -7.486 -2.928
H -3.062 -6.043 -2.087
H -3.682 -6.271 -5.082
H -2.055 -6.195 -4.407
H -0.629 -1.810 -3.128
H -1.937 -1.713 -1.894
H -1.876 -0.554 -3.237
```

The calculation puts the strongest force on any atom at 9.11 eV Å⁻¹. Its energy above the lowest of the compared OMol25 structures with the same formula, charge and spin is 100.14 kcal per mole. As for the net charge: 0. The frontier orbital gap comes out at 6.6111 eV. As for the SMILES: C=C[Si@@H](CC(=O)I)[PH2]=N.CCOC(=O)OC.CCOC(=O)OC.CCOC(=O)OC.CCOC(=O)OC. The highest occupied orbital energy is -8.06 eV.

The following is a DFT calculation (ωB97M-V with the def2-TZVPD basis set) of 2 unconnected molecules or ions with the total composition C4H14N2O in a non-equilibrium geometry.

```
21
C4H14N2O, DFT ωB97M-V with the def2-TZVPD basis set
C -0.998 1.953 1.300
N 0.034 1.673 0.308
C 0.946 0.506 0.655
C 1.754 0.054 -0.467
C 0.785 -0.569 -1.586
N 0.682 -2.018 -1.393
H -0.483 2.462 2.155
H -1.612 1.168 1.912
H -1.698 2.811 0.941
H 0.714 2.422 0.300
H 1.588 0.892 1.480
H 0.359 -0.380 0.952
H 2.489 0.721 -0.943
H 2.394 -0.746 -0.060
H -0.087 -0.087 -1.616
H 1.139 -0.335 -2.601
H 1.413 -2.635 -1.819
H -0.242 -2.314 -1.800
O -3.329 -1.597 0.776
H -3.104 -2.185 0.058
H -2.744 -1.795 1.447
```

The calculation puts the strongest force on any atom at 5.79 eV Å⁻¹. Its energy above the lowest of the compared OMol25 structures with the same formula, charge and spin is 62.09 kcal per mole. As for the net charge: 0. The frontier orbital gap comes out at 9.4539 eV. As for the SMILES: CNCCCN.O. The highest occupied orbital energy is -8.62 eV.

no.,total energy (Ha)
1,-3079.50782
2,-1170.81499
3,-2747.84272
4,-345.47723